No. 1
17
Properties=species:S:1:pos:R:3 method="wB97M-V/def2-TZVPD" de_lowest_kj_mol=863.0 gap_ev=4.95 e_tot_ha=-1121.01674 largest_force_ev_per_a=6.07
C -0.907 -1.677 -1.018
H 1.412 2.712 2.312
H -1.121 -4.475 -2.167
S -0.014 0.650 0.087
H 1.412 4.628 1.127
S 2.941 3.937 2.420
O -2.351 -3.239 -0.025
H -0.486 -4.901 -0.694
H 0.108 -1.681 -1.457
H -2.200 0.001 -0.697
C -1.458 -2.950 -0.823
N -0.692 -4.111 -1.322
H -1.774 -1.024 0.694
H 4.056 4.249 1.704
O 0.880 4.506 0.272
H 1.556 3.923 -0.191
C -1.361 -0.549 -0.222

No. 2
16
Properties=species:S:1:pos:R:3 method="wB97M-V/def2-TZVPD" de_lowest_kj_mol=197.7 gap_ev=9.37 e_tot_ha=-400.14620 largest_force_ev_per_a=4.59
O -1.831 -0.361 -0.019
H 2.193 -0.886 -0.353
H 1.871 -0.226 1.296
C -1.232 -0.479 -1.204
C 1.393 -0.560 0.383
H -1.488 0.972 2.510
H 0.575 -1.223 0.615
H -0.022 0.658 1.950
O -0.847 0.205 2.144
O -1.701 -1.240 -2.014
H 0.549 -0.362 -2.245
H -1.415 -0.044 1.004
H 1.413 1.388 -0.399
C 0.015 0.272 -1.506
H -0.235 1.278 -1.889
N 0.763 0.607 -0.272

No. 3
16
Properties=species:S:1:pos:R:3 method="wB97M-V/def2-TZVPD" de_lowest_kj_mol=80.4 gap_ev=10.32 smiles="NCCC(=O)O.O" e_tot_ha=-400.19088 largest_force_ev_per_a=1.64
O -2.492 0.267 -1.524
H 2.656 0.805 3.911
C -1.503 0.302 -0.611
H -2.927 1.129 -1.434
H 1.062 0.728 -0.531
O -1.350 1.252 0.121
O 2.098 0.219 4.434
H -0.743 -1.569 -1.384
H -0.359 -1.119 0.297
H 2.288 -1.369 -0.485
H 2.617 -0.597 4.472
C 0.857 -0.104 -1.215
N 1.904 -1.099 -1.379
H 0.684 0.317 -2.207
C -0.429 -0.754 -0.728
H 2.663 -0.676 -1.907

No. 4
16
Properties=species:S:1:pos:R:3 method="wB97M-V/def2-TZVPD" de_lowest_kj_mol=203.7 gap_ev=10.22 smiles="N[C@H](C=O)CO.O" e_tot_ha=-400.14391 largest_force_ev_per_a=2.60
H -0.025 -3.035 0.329
N -1.168 0.214 -1.181
C 0.216 -1.076 0.386
H 1.770 0.901 -2.338
H -2.101 0.610 -1.249
H -0.851 2.263 0.635
H 2.249 1.677 -1.223
H -1.820 -0.341 0.734
O -0.451 -2.274 -0.094
O 2.442 0.857 -1.655
H 1.074 -0.861 -0.240
H 0.344 -1.191 1.459
C -0.890 -0.016 0.251
C -0.527 1.255 0.966
O 0.019 1.221 2.047
H -0.990 -0.596 -1.746

No. 5
16
Properties=species:S:1:pos:R:3 method="wB97M-V/def2-TZVPD" de_lowest_kj_mol=86.2 gap_ev=10.63 smiles="CCNC(=O)O.O" e_tot_ha=-400.18866 largest_force_ev_per_a=1.39
O -0.530 -1.614 0.742
O -1.383 0.499 0.905
H -2.072 0.082 0.407
H -5.210 -0.370 -3.336
H 4.092 0.160 0.371
H 3.252 0.200 1.882
H 0.669 1.157 1.467
O -5.397 0.561 -3.409
N 0.831 0.182 1.272
H 1.670 -0.655 -0.516
H 3.470 -1.343 1.160
C 3.264 -0.305 0.911
C 1.941 0.066 0.252
C -0.369 -0.438 0.922
H -6.186 0.720 -2.923
H 1.956 1.096 -0.106

No. 6
17
Properties=species:S:1:pos:R:3 method="wB97M-V/def2-TZVPD" de_lowest_kj_mol=425.1 gap_ev=10.55 smiles="CC(C)=O.ON(O)O" e_tot_ha=-475.27894 largest_force_ev_per_a=1.16
O 0.705 -1.960 0.940
C -1.059 1.631 -1.902
H 3.053 -2.153 2.400
C -0.646 0.482 -1.028
O 0.388 -0.125 -1.207
H -1.859 1.295 -2.560
H -1.476 -0.873 0.413
C -1.591 0.159 0.090
H -2.621 0.362 -0.191
H -1.439 2.449 -1.299
O 2.812 -1.579 1.667
H -0.226 1.968 -2.514
H 1.684 0.317 0.743
H 0.839 -1.612 0.029
O 1.327 0.092 1.626
H -1.329 0.796 0.936
N 1.438 -1.250 1.858

No. 7
15
Properties=species:S:1:pos:R:3 method="wB97M-V/def2-TZVPD" de_lowest_kj_mol=112.4 charge=-1 gap_ev="5.12 / 7.21" e_tot_ha=-647.82937 multiplicity=2 largest_force_ev_per_a=0.68
O -2.465 0.401 0.212
C -1.240 0.062 0.868
H 0.959 -1.744 0.744
N 0.099 1.109 -0.854
C -0.109 -0.149 -0.128
S 2.704 -0.359 -0.230
H 1.129 -0.244 1.626
H 1.921 -0.865 -2.045
H -0.152 0.985 -1.827
H -1.435 -0.859 1.424
H -0.974 0.855 1.576
H -0.457 -0.936 -0.803
H 1.115 1.230 -0.883
C 1.143 -0.673 0.619
H -2.237 1.185 -0.301

No. 8
15
Properties=species:S:1:pos:R:3 method="wB97M-V/def2-TZVPD" de_lowest_kj_mol=653.6 gap_ev="9.26 / 9.25" smiles="CN=S(C)(C)=O" e_tot_ha=-647.64913 largest_force_ev_per_a=6.92
H -1.052 2.363 -1.510
H -0.272 1.295 -2.484
H 1.184 -1.283 1.818
H -1.881 -0.982 0.019
S 0.488 -0.332 -0.178
C 1.631 -0.507 1.124
H -0.773 -2.320 -0.034
H 1.749 0.403 1.635
H -1.073 -0.989 1.344
H 0.633 2.589 -1.789
C -0.137 1.842 -1.617
C -0.940 -1.324 0.390
N 0.204 1.121 -0.427
H 2.606 -0.674 0.660
O 1.171 -1.388 -1.804